# 1
# C15H54O12

A cluster of 12 separate species, C15H54O12 in total (wB97M-V/def2-TZVPD, the OMol25 dataset).

Properties
Energy above the lowest of the compared OMol25 structures with the same formula, charge and spin = 739.0 kJ/mol
SMILES string = CCO.CCO.CCO.CO.CO.CO.CO.CO.CO.CO.CO.CO

Last column: Löwdin charge in e.
CARTESIAN COORDINATES (ANGSTROEM)
C: 12.10 3.64 -26.85  -0.066
C: 11.06 2.72 -27.37  -0.280
O: 10.11 3.57 -27.92  -0.082
H: 11.78 4.48 -26.20  0.078
H: 12.68 4.04 -27.68  0.080
H: 12.92 3.21 -26.36  0.060
H: 10.64 2.08 -26.58  0.113
H: 11.31 1.99 -28.17  0.132
H: 9.26 3.26 -27.76  0.021
C: 10.55 9.97 -24.58  -0.088
C: 11.60 9.83 -23.50  -0.290
O: 11.01 10.38 -22.33  -0.031
H: 10.82 9.71 -25.56  0.034
H: 10.09 10.95 -24.60  0.084
H: 9.64 9.40 -24.41  0.073
H: 12.51 10.29 -23.74  0.094
H: 11.82 8.71 -23.54  0.108
H: 10.14 10.14 -22.41  0.014
C: 11.61 9.26 -29.41  -0.053
C: 10.26 9.71 -28.90  -0.280
O: 9.50 8.78 -28.10  -0.106
H: 12.24 9.20 -28.48  0.095
H: 12.10 9.95 -30.09  0.085
H: 11.51 8.34 -29.80  0.018
H: 9.67 9.97 -29.76  0.089
H: 10.40 10.60 -28.32  0.106
H: 9.32 8.05 -28.73  0.036
C: 9.07 6.02 -26.18  -0.140
O: 8.72 7.29 -25.72  -0.101
H: 10.14 5.86 -26.26  0.039
H: 8.79 5.82 -27.22  0.081
H: 8.75 5.33 -25.39  0.076
H: 8.86 7.81 -26.48  0.022
C: 7.82 7.65 -30.73  -0.109
O: 8.17 7.04 -29.51  -0.140
H: 8.25 7.12 -31.55  0.070
H: 8.19 8.72 -30.71  0.100
H: 6.76 7.66 -31.02  0.092
H: 8.43 6.13 -29.59  0.073
C: 5.76 5.68 -24.20  -0.153
O: 6.45 6.91 -24.07  -0.127
H: 5.58 5.59 -25.30  0.077
H: 4.86 5.48 -23.70  0.063
H: 6.42 4.87 -23.87  0.063
H: 7.11 6.93 -24.78  0.016
C: 12.18 7.20 -26.30  -0.176
O: 12.73 6.56 -27.44  -0.145
H: 11.30 7.69 -26.57  0.023
H: 12.88 7.95 -25.90  0.095
H: 11.89 6.52 -25.47  0.058
H: 12.04 6.25 -28.09  0.038
C: 10.42 6.26 -22.93  -0.113
O: 10.25 5.44 -21.80  -0.117
H: 9.67 6.10 -23.66  0.048
H: 11.38 6.07 -23.29  0.064
H: 10.22 7.25 -22.52  0.096
H: 10.56 5.84 -20.99  0.096
C: 9.16 3.00 -24.19  -0.186
O: 8.49 3.56 -23.12  -0.091
H: 9.81 3.66 -24.71  0.036
H: 8.48 2.58 -25.00  0.080
H: 9.89 2.25 -23.84  0.094
H: 9.05 4.21 -22.69  0.031
C: 6.46 3.52 -26.86  -0.120
O: 7.55 2.67 -27.07  -0.130
H: 6.71 4.51 -27.13  0.066
H: 6.36 3.54 -25.82  0.045
H: 5.56 3.13 -27.34  0.099
H: 7.46 1.80 -26.71  0.080
C: 5.84 8.83 -26.49  -0.126
O: 6.22 8.76 -27.87  -0.072
H: 5.20 8.06 -26.20  0.055
H: 5.40 9.73 -26.27  0.048
H: 6.64 8.96 -25.70  0.092
H: 6.95 8.21 -27.89  -0.019
C: 11.17 5.18 -30.44  -0.121
O: 10.87 5.79 -29.21  -0.186
H: 11.72 5.85 -30.99  0.059
H: 10.21 4.91 -30.90  0.082
H: 11.62 4.14 -30.30  0.110
H: 10.50 5.01 -28.68  0.060



# 2
# C15H54O12

A cluster of 12 separate species, C15H54O12 in total (wB97M-V/def2-TZVPD, the OMol25 dataset).

Properties
Energy above the lowest of the compared OMol25 structures with the same formula, charge and spin = 555.7 kJ/mol
SMILES string = CCO.CCO.CCO.CO.CO.CO.CO.CO.CO.CO.CO.CO

Last column: Löwdin charge in e.
CARTESIAN COORDINATES (ANGSTROEM)
C: 9.77 6.60 13.42  -0.083
C: 9.44 7.77 12.50  -0.355
O: 8.10 8.08 12.36  -0.055
H: 9.34 6.79 14.41  0.076
H: 10.84 6.52 13.39  0.058
H: 9.46 5.60 13.08  0.071
H: 9.86 7.50 11.53  0.107
H: 10.08 8.58 12.96  0.097
H: 8.01 8.70 11.65  0.015
C: 11.64 10.97 14.83  -0.086
C: 11.34 11.32 13.44  -0.312
O: 12.32 10.79 12.56  -0.124
H: 11.44 9.91 15.05  0.090
H: 11.11 11.66 15.45  0.068
H: 12.70 11.05 15.00  0.072
H: 11.29 12.43 13.21  0.129
H: 10.38 10.83 13.14  0.113
H: 12.09 9.93 12.17  0.064
C: 11.87 14.68 7.09  -0.072
C: 12.91 13.67 6.56  -0.261
O: 12.49 12.94 5.38  -0.091
H: 12.26 15.17 7.98  0.081
H: 11.03 14.20 7.51  0.039
H: 11.56 15.38 6.31  0.078
H: 13.07 12.86 7.29  0.108
H: 13.77 14.27 6.39  0.089
H: 12.08 13.56 4.77  0.086
C: 12.53 9.43 5.06  -0.097
O: 11.36 10.24 4.96  -0.125
H: 12.98 9.32 4.12  0.069
H: 13.18 9.92 5.76  0.073
H: 12.37 8.46 5.49  0.082
H: 11.60 11.07 5.37  0.046
C: 15.69 10.21 7.91  -0.232
O: 14.78 10.95 8.57  -0.139
H: 16.66 10.29 8.38  0.076
H: 15.40 9.11 8.01  0.088
H: 15.81 10.58 6.84  0.093
H: 15.14 11.36 9.37  0.058
C: 7.38 10.99 10.15  -0.143
O: 7.63 9.64 10.22  -0.132
H: 6.45 11.18 9.62  0.088
H: 7.30 11.40 11.11  0.067
H: 8.24 11.54 9.72  0.082
H: 8.36 9.43 9.63  0.058
C: 14.24 13.03 11.52  -0.135
O: 14.46 11.67 11.18  -0.176
H: 13.16 13.16 11.53  0.075
H: 14.73 13.39 12.41  0.069
H: 14.65 13.56 10.67  0.076
H: 13.87 11.16 11.80  0.049
C: 5.23 7.26 9.65  -0.122
O: 5.24 6.96 8.25  -0.104
H: 6.08 7.84 9.87  0.038
H: 4.38 7.84 9.83  0.063
H: 5.21 6.39 10.30  0.083
H: 6.13 6.76 8.09  0.032
C: 12.79 5.95 9.08  -0.133
O: 11.95 7.05 9.33  -0.144
H: 12.67 5.57 8.07  0.080
H: 13.82 6.19 9.32  0.070
H: 12.46 5.14 9.76  0.095
H: 11.54 7.40 8.51  0.100
C: 14.18 8.03 11.84  -0.164
O: 12.84 8.17 11.61  -0.124
H: 14.61 7.30 11.23  0.050
H: 14.75 8.97 11.63  0.087
H: 14.35 7.88 12.90  0.092
H: 12.50 8.08 10.71  0.050
C: 10.65 10.94 8.45  -0.141
O: 9.92 9.74 8.54  -0.158
H: 10.04 11.76 8.08  0.063
H: 10.96 11.31 9.49  0.111
H: 11.55 10.78 7.87  0.062
H: 9.92 9.28 7.66  0.055
C: 8.18 10.01 6.07  -0.109
O: 9.25 9.03 6.01  -0.176
H: 7.40 9.71 6.75  0.080
H: 8.63 10.97 6.22  0.072
H: 7.66 9.98 5.13  0.072
H: 9.97 9.49 5.48  0.051



# 3
# C15H56ClN19O12P2SSi2

A structure of composition C15H56ClN19O12P2SSi2 (wB97M-V/def2-TZVPD, the OMol25 dataset).

Last column: Löwdin charge in e.
CARTESIAN COORDINATES (ANGSTROEM)
C: -1.02 -1.93 -5.84  -0.166
C: -1.24 -3.17 -4.96  -0.525
S: -0.12 -3.17 -3.53  0.803
C: -1.14 -3.92 -2.22  -0.559
Si: -1.13 -2.78 -0.75  0.441
C: -1.71 -3.62 0.83  -0.198
C: -3.15 -3.23 1.21  -0.475
C: -3.35 -3.10 2.72  -0.042
O: -4.09 -4.13 0.60  -0.056
O: 0.45 -2.23 -0.55  -0.424
Si: 0.73 -0.70 -0.05  -0.156
Cl: -0.36 -0.19 1.58  0.406
P: 0.28 0.74 -1.74  0.617
N: -0.82 1.81 -1.36  -0.353
P: 2.89 -0.54 0.62  0.571
O: 3.07 0.81 1.21  -0.525
H: -0.69 -2.23 -6.83  0.047
H: -0.25 -1.28 -5.42  0.043
H: -1.94 -1.35 -5.93  0.071
H: -2.26 -3.23 -4.60  0.067
H: -1.04 -4.07 -5.53  0.066
H: -2.16 -4.01 -2.59  0.043
H: -0.79 -4.92 -1.96  0.040
H: -1.96 -1.59 -1.04  0.041
H: -1.03 -3.31 1.62  0.075
H: -1.64 -4.70 0.70  0.090
H: -3.38 -2.26 0.75  0.111
H: -3.30 -2.06 3.01  0.088
H: -2.59 -3.63 3.29  0.064
H: -4.32 -3.50 2.99  0.043
H: -3.78 -5.01 0.81  0.089
H: 1.50 1.30 -2.14  -0.046
H: -0.10 -0.08 -2.82  -0.048
H: -1.14 1.70 -0.41  -0.071
H: 3.72 -0.83 -0.48  -0.009
H: 3.09 -1.60 1.51  -0.011
C: 6.45 1.90 -0.13  -0.717
O: 6.65 0.70 -0.02  0.003
N: 5.38 2.52 0.43  0.165
N: 7.31 2.71 -0.83  0.150
H: 5.19 3.51 0.33  0.103
H: 4.72 1.95 0.94  0.051
H: 8.11 2.28 -1.25  0.099
H: 7.18 3.70 -0.93  0.092
C: -2.21 -2.32 -9.72  -0.675
O: -2.43 -2.69 -8.58  0.021
N: -1.17 -2.82 -10.46  0.148
N: -2.99 -1.39 -10.35  0.148
H: -0.98 -2.53 -11.40  0.090
H: -0.59 -3.51 -10.03  0.101
H: -3.76 -1.01 -9.83  0.102
H: -2.83 -1.08 -11.29  0.091
C: 7.91 1.86 4.12  -0.685
O: 8.82 1.84 4.94  0.008
N: 6.60 1.93 4.49  0.162
N: 8.14 1.80 2.78  0.160
H: 5.84 1.93 3.83  0.089
H: 6.38 1.98 5.47  0.068
H: 9.09 1.74 2.48  0.100
H: 7.41 1.81 2.09  0.050
C: -7.51 -5.03 2.90  -0.689
O: -7.28 -6.20 2.65  0.020
N: -6.75 -4.01 2.42  0.154
N: -8.56 -4.66 3.70  0.143
H: -6.93 -3.04 2.63  0.098
H: -5.96 -4.24 1.83  0.067
H: -9.14 -5.39 4.06  0.099
H: -8.78 -3.70 3.92  0.088
C: -0.17 5.79 -0.48  -0.704
O: 0.36 6.88 -0.62  0.011
N: 0.03 4.75 -1.33  0.156
N: -1.04 5.54 0.55  0.133
H: -0.40 3.84 -1.22  0.026
H: 0.66 4.88 -2.11  0.058
H: -1.23 6.28 1.20  0.102
H: -1.48 4.65 0.69  0.089
C: -4.31 6.70 -1.98  -0.685
O: -4.47 7.61 -1.18  0.022
N: -3.25 5.84 -1.91  0.163
N: -5.19 6.47 -3.01  0.135
H: -3.11 5.09 -2.56  0.092
H: -2.58 5.98 -1.17  0.062
H: -5.97 7.09 -3.08  0.094
H: -5.08 5.73 -3.68  0.083
C: 5.19 1.94 8.44  -0.675
O: 4.89 2.23 7.30  0.019
N: 5.63 0.70 8.79  0.152
N: 5.10 2.85 9.46  0.149
H: 5.90 0.45 9.73  0.091
H: 5.72 0.02 8.06  0.104
H: 4.78 3.77 9.23  0.103
H: 5.34 2.64 10.41  0.090
C: 2.68 3.67 -4.02  -0.654
O: 1.75 3.64 -3.22  -0.003
N: 3.76 2.84 -3.92  0.159
N: 2.71 4.55 -5.06  0.160
H: 4.53 2.85 -4.56  0.094
H: 3.78 2.20 -3.14  0.091
H: 1.93 5.19 -5.15  0.109
H: 3.46 4.61 -5.72  0.094
C: -3.30 -4.83 6.22  -0.673
O: -2.69 -3.90 5.73  0.020
N: -4.52 -5.23 5.74  0.162
N: -2.81 -5.55 7.27  0.147
H: -5.03 -6.01 6.12  0.095
H: -4.90 -4.74 4.96  0.082
H: -1.92 -5.27 7.64  0.101
H: -3.30 -6.32 7.69  0.090



# 4
# C15H56N18O13

A cluster of 13 separate species, C15H56N18O13 in total (wB97M-V/def2-TZVPD, the OMol25 dataset).

Properties
Energy above the lowest of the compared OMol25 structures with the same formula, charge and spin = 167.4 kJ/mol

Last column: Löwdin charge in e.
CARTESIAN COORDINATES (ANGSTROEM)
C: 5.72 1.80 -0.67  -0.070
C: 4.96 0.74 0.11  -0.292
O: 3.62 0.72 -0.33  -0.109
H: 5.34 2.16 -1.61  0.054
H: 6.84 1.75 -0.71  0.101
H: 5.56 2.67 -0.09  0.054
H: 4.97 1.05 1.19  0.130
H: 5.45 -0.11 0.07  0.050
H: 3.05 1.09 0.36  0.035
C: -1.03 3.63 4.10  -0.067
C: -0.40 2.95 2.96  -0.338
O: -0.77 3.42 1.68  -0.115
H: -0.36 3.54 4.95  0.079
H: -2.04 3.19 4.37  0.099
H: -1.16 4.67 3.99  0.063
H: -0.60 1.90 2.96  0.090
H: 0.65 2.99 2.94  0.086
H: -0.13 3.07 1.00  0.047
C: -3.44 2.67 -2.66  -0.576
O: -4.75 2.59 -2.06  -0.138
N: -2.35 2.19 -2.07  0.121
N: -3.09 3.15 -3.84  0.085
H: -2.52 1.77 -1.06  0.103
H: -1.50 1.98 -2.64  0.024
H: -3.91 3.65 -4.31  0.137
H: -2.19 3.68 -4.15  0.139
C: -3.74 1.67 0.93  -0.634
O: -5.16 1.50 0.74  -0.191
N: -3.31 2.71 1.54  0.180
N: -2.89 0.89 0.43  0.142
H: -3.93 3.29 2.10  0.119
H: -2.29 2.97 1.61  0.064
H: -3.14 -0.04 0.07  0.093
H: -1.90 0.96 0.57  0.073
C: -2.56 -2.87 1.05  -0.568
O: -2.60 -1.75 0.18  -0.167
N: -3.04 -2.83 2.26  0.175
N: -2.05 -3.97 0.67  0.184
H: -3.31 -1.88 2.62  0.154
H: -2.87 -3.51 3.00  0.114
H: -1.54 -3.93 -0.24  0.053
H: -1.66 -4.76 1.26  0.159
C: -1.05 -5.00 -2.10  -0.629
O: -0.30 -6.15 -1.92  -0.155
N: -2.21 -5.02 -2.77  0.150
N: -0.68 -3.84 -1.64  0.097
H: -2.49 -5.98 -3.22  0.166
H: -2.79 -4.19 -3.12  0.053
H: 0.29 -3.64 -1.93  0.155
H: -1.29 -3.05 -1.96  0.023
C: -2.75 -2.13 -3.60  -0.573
O: -2.61 -1.83 -4.96  -0.109
N: -1.92 -1.84 -2.64  0.111
N: -3.74 -2.88 -3.12  0.102
H: -1.06 -1.29 -2.95  0.096
H: -2.16 -1.78 -1.60  0.096
H: -4.51 -3.00 -3.75  0.129
H: -4.09 -2.70 -2.13  0.165
C: 2.93 0.68 3.16  -0.578
O: 4.04 1.30 3.63  -0.131
N: 2.48 -0.40 3.80  0.156
N: 2.20 1.27 2.18  0.158
H: 3.16 -0.92 4.37  0.125
H: 1.70 -0.95 3.36  0.046
H: 2.33 2.18 1.84  0.081
H: 1.31 0.85 1.79  0.066
C: 0.58 0.67 -3.45  -0.626
O: 0.23 -0.61 -3.86  -0.104
N: 1.75 0.93 -2.96  0.208
N: -0.22 1.63 -3.61  0.130
H: 2.24 0.08 -2.74  0.120
H: 2.01 1.73 -2.35  0.063
H: -0.96 1.49 -4.39  0.200
H: -0.02 2.59 -3.29  0.086
C: 0.06 -2.68 3.66  -0.590
O: 0.41 -1.78 2.64  -0.136
N: 0.28 -3.97 3.58  0.178
N: -0.46 -2.32 4.79  0.167
H: 0.72 -4.27 2.67  0.155
H: -0.06 -4.69 4.21  0.132
H: -0.50 -1.31 4.88  0.129
H: -0.10 -2.82 5.68  0.173
C: 1.66 3.40 -1.35  -0.589
O: 0.94 2.97 -0.27  -0.068
N: 2.86 3.12 -1.77  0.172
N: 1.03 4.04 -2.26  0.154
H: 3.41 2.60 -1.21  0.024
H: 3.34 3.84 -2.40  0.197
H: 0.02 4.31 -1.92  0.204
H: 1.37 4.34 -3.14  0.123
C: 0.17 0.14 -0.15  -0.174
O: -0.09 0.41 1.16  -0.149
H: -0.27 0.91 -0.74  0.054
H: -0.15 -0.82 -0.53  0.094
H: 1.24 0.22 -0.31  0.062
H: -0.10 -0.49 1.54  0.054
C: 3.46 -2.17 0.81  -0.151
O: 4.03 -2.89 -0.28  -0.079
H: 2.55 -1.69 0.44  0.077
H: 4.19 -1.52 1.26  0.067
H: 3.13 -2.92 1.52  0.070
H: 4.53 -3.54 0.12  0.030



# 5
# C15H60N16O15

A cluster of 15 separate species, C15H60N16O15 in total (wB97M-V/def2-TZVPD, the OMol25 dataset).

Properties
Energy above the lowest of the compared OMol25 structures with the same formula, charge and spin = 950.9 kJ/mol

Last column: Löwdin charge in e.
CARTESIAN COORDINATES (ANGSTROEM)
C: 3.66 1.82 -1.50  -0.577
O: 2.88 0.74 -1.52  -0.103
N: 4.00 2.32 -0.36  0.181
N: 4.28 2.30 -2.60  0.184
H: 3.54 2.04 0.52  0.090
H: 4.55 3.14 -0.31  0.133
H: 4.77 3.21 -2.58  0.135
H: 3.77 2.02 -3.45  0.122
C: -4.02 -0.74 2.07  -0.602
O: -2.85 -0.01 2.02  -0.099
N: -5.14 -0.22 1.88  0.169
N: -4.13 -2.00 2.26  0.193
H: -5.15 0.76 1.59  0.069
H: -6.05 -0.60 2.13  0.131
H: -3.29 -2.61 2.46  0.078
H: -4.98 -2.48 2.40  0.110
C: 2.24 -1.36 -4.03  -0.587
O: 2.79 -2.14 -3.04  -0.106
N: 1.24 -0.56 -3.86  0.175
N: 2.68 -1.32 -5.28  0.139
H: 0.73 -0.59 -2.95  0.077
H: 0.87 -0.06 -4.62  0.100
H: 3.41 -2.00 -5.56  0.135
H: 2.25 -0.91 -6.15  0.145
C: 5.26 -1.08 0.47  -0.725
O: 5.96 -2.02 1.14  -0.127
N: 4.21 -1.31 -0.20  0.184
N: 5.53 0.16 0.56  0.150
H: 3.98 -2.25 -0.48  0.110
H: 3.80 -0.59 -0.82  0.074
H: 6.32 0.47 1.19  0.155
H: 5.06 0.94 0.07  0.060
C: -0.09 0.12 -0.21  -0.521
O: 0.01 1.49 0.00  -0.105
N: -0.85 -0.68 0.51  0.142
N: 0.58 -0.46 -1.18  0.158
H: -1.60 -0.26 1.09  0.059
H: -1.13 -1.54 0.00  0.079
H: 1.37 0.12 -1.55  0.068
H: 0.71 -1.44 -1.21  0.041
C: -1.67 -4.07 1.65  -0.608
O: -2.47 -4.71 0.72  -0.125
N: -2.08 -3.85 2.86  0.133
N: -0.49 -3.54 1.39  0.188
H: -3.00 -4.28 3.19  0.173
H: -1.43 -3.56 3.58  0.096
H: -0.39 -3.57 0.37  0.057
H: -0.06 -2.74 1.82  0.025
C: -0.17 -1.51 3.79  -0.661
O: -1.36 -0.91 4.12  -0.085
N: 0.50 -1.40 2.67  0.119
N: 0.38 -2.30 4.63  0.167
H: -0.03 -0.89 1.88  0.089
H: 1.51 -1.73 2.49  0.180
H: -0.03 -2.24 5.55  0.134
H: 1.38 -2.48 4.45  0.142
C: -3.57 2.95 1.14  -0.620
O: -3.42 3.76 2.21  -0.104
N: -4.75 2.43 0.91  0.120
N: -2.60 2.79 0.27  0.195
H: -5.51 2.82 1.51  0.146
H: -4.98 1.75 0.21  0.103
H: -1.61 2.97 0.50  0.080
H: -2.78 2.22 -0.55  0.036
C: 0.08 4.64 -0.23  -0.158
O: -0.60 4.69 1.01  -0.124
H: 0.62 5.58 -0.38  0.089
H: -0.54 4.22 -1.06  0.076
H: 0.85 3.86 -0.22  0.049
H: -1.16 5.48 0.95  0.101
C: -2.71 0.54 -2.06  -0.147
O: -3.02 1.91 -2.20  -0.128
H: -1.63 0.42 -2.24  0.065
H: -3.22 -0.14 -2.75  0.073
H: -2.92 0.15 -1.06  0.076
H: -3.52 2.08 -3.02  0.114
C: 0.62 2.63 -3.01  -0.210
O: 0.33 3.72 -3.77  -0.084
H: 0.80 2.88 -1.99  0.035
H: 1.40 2.01 -3.51  0.075
H: -0.26 2.07 -2.90  0.053
H: -0.60 3.94 -3.70  0.087
C: -1.92 -2.69 -2.48  -0.121
O: -1.98 -2.52 -1.08  -0.164
H: -0.96 -2.31 -2.79  0.063
H: -2.76 -2.18 -3.01  0.086
H: -1.97 -3.78 -2.61  0.093
H: -2.92 -2.44 -0.82  0.117
C: 0.70 -4.49 -1.33  -0.114
O: 1.08 -3.15 -1.06  -0.201
H: 0.40 -4.56 -2.33  0.066
H: -0.13 -4.85 -0.78  0.051
H: 1.56 -5.09 -0.96  0.114
H: 1.83 -2.87 -1.67  0.058
C: -0.72 2.53 3.28  -0.155
O: -0.13 1.68 4.24  -0.129
H: -1.68 2.80 3.66  0.058
H: -1.08 1.91 2.43  0.059
H: -0.13 3.40 2.98  0.075
H: -0.59 0.86 4.33  0.001
C: 2.61 0.93 2.16  -0.148
O: 2.14 2.23 1.77  -0.113
H: 2.39 0.24 1.45  0.022
H: 2.08 0.61 3.00  0.047
H: 3.69 0.75 2.31  0.094
H: 1.38 2.04 1.22  0.027



The following DFT total energy values (in a.u.) correspond, in order, to the records above: -1506.49078 -1506.56059 -4668.95165 -2568.68195 -2612.11904.
The following strongest force on any atom values (in hartree/bohr) correspond, in order, to the records above: 0.087 0.059 0.024 0.229 0.179.